DFT (the ωB97M-V functional and the def2-TZVPD basis) results for a molecular structure, C4H3I in a non-equilibrium geometry.

The calculation puts the energy above the lowest of the compared OMol25 structures with the same formula, charge and spin at 2.966 eV. For the HOMO energy, the calculation gives -9.235 eV. Its charge is 0. The spin multiplicity is 1.

Structure (XYZ):
```
8
Properties=species:S:1:pos:R:3:nbo_charge:R:1
I -0.14 -3.71 -1.01 -0.1031
C 0.03 -1.08 0.17 0.1378
C 0.44 -0.42 1.21 -0.2160
C -0.30 1.43 -0.66 -0.5345
C -0.07 0.31 -0.03 0.0071
H 0.87 -0.34 2.18 0.2539
H -0.13 2.38 -0.20 0.2225
H -0.70 1.43 -1.66 0.2324
```